Record 1
The following is a quantum chemistry calculation of C36H51ClIrN5O3S3Sb as an isolated structure in a non-equilibrium geometry, from the OMol25 dataset.

Lowest unoccupied orbital energy (alpha / beta) (eV): -3.75 / -3.83
HOMO level (alpha / beta) (eV): -8.88 / -8.88
Electronic energy (Ha): -3900.91716
Relative energy (zero: lowest compared OMol25 entry of this formula, charge and spin) (kJ/mol): 257.18
Net charge: +1
Kohn-Sham gap (alpha / beta) (eV): 5.13 / 5.04

Element x y z (Å)
Ir -1.7203 -0.0463 -0.0969
Sb 2.4694 -0.3306 -0.5484
Cl -2.0178 -7.2895 -1.2878
S -4.8356 2.2997 -1.3970
S -1.8174 2.6524 -2.6242
S -4.1870 4.2990 1.6562
O -1.6521 -0.8768 -3.1515
O -0.2804 -0.8178 -1.3626
O -1.4411 1.7416 0.5302
N -0.6348 -0.8039 1.4839
N -2.9032 -1.7570 0.2134
N -1.0428 -1.0198 3.7739
N -2.0458 -2.4687 2.2509
N -3.6083 -3.7573 1.1652
C -1.5680 -1.8113 4.8828
C -1.2914 4.0880 -3.3859
C 4.1828 -1.0219 0.7729
C -1.6346 4.7663 -1.2020
C -1.2204 -1.3720 2.5007
C -0.9406 -4.8892 -0.6794
C 2.9829 -0.9252 -2.6397
C -2.8445 -2.6440 1.1464
C 4.0849 -2.5403 0.7296
C -2.6448 3.6456 1.2776
C -2.0098 -3.6554 -2.9304
C -1.2405 5.1340 -2.5193
C 3.8536 2.4947 -0.6374
C -2.2099 4.9963 3.1102
C -2.4297 2.6830 0.1272
C -1.6894 4.0962 2.1361
C -1.2521 -2.9199 -2.0268
C 1.4602 2.4078 -1.4049
C -0.3225 0.2285 4.0511
C 2.4682 1.9071 -0.3820
C 4.4939 -0.8913 -2.8566
C 3.8854 -0.4971 2.1670
C 2.4596 -2.3452 -2.8122
C 1.9789 2.2424 1.0227
C 2.2869 0.0299 -3.6028
C -3.7232 1.9199 -0.1538
C -5.4417 0.3824 0.1857
C -1.0801 -1.4445 -2.2448
C -3.5462 5.1984 2.9626
C -2.2471 -5.0053 -2.7113
C -1.9789 3.4521 -1.1029
C -5.9103 1.0701 -0.8903
C -4.1809 0.8758 0.6198
C -1.7119 -5.6087 -1.5824
C 5.5547 -0.5365 0.3041
C -0.7098 -3.5431 -0.9073
H -3.6883 0.5580 1.5317
H 2.8292 -3.0168 -2.0344
H 0.0216 -0.0682 1.7246
H -1.6754 5.4565 -0.3710
H 6.3096 -0.7555 1.0740
H -0.9405 6.1333 -2.7994
H 4.9887 -1.7040 -2.3255
H -3.5411 -1.9914 -0.5381
H -0.1156 -2.9556 -0.2144
H 0.9278 1.9643 1.1396
H 2.7798 1.0016 -3.6302
H 1.8359 2.3414 -2.4228
H 5.8715 -1.0373 -0.6061
H 4.9395 0.0552 -2.5495
H 1.2314 0.1693 -3.3586
H 4.2537 -2.9255 -0.2782
H 4.5390 2.2799 0.1828
H 2.5704 1.7654 1.8016
H -2.1598 -3.1286 3.0012
H 0.5317 1.8439 -1.3378
H -1.6133 5.4725 3.8747
H -1.3846 -1.2771 5.8085
H -5.9792 -0.4223 0.6679
H -0.5143 -5.3946 0.1781
H 1.3701 -2.3788 -2.7993
H -0.6495 3.8058 2.0638
H 5.5765 0.5374 0.1325
H -3.3944 -4.5306 1.7705
H 3.7809 3.5891 -0.7176
H -2.8403 -5.5851 -3.4055
H -6.8379 0.9230 -1.4217
H 2.7949 -2.7378 -3.7799
H -0.5071 0.5165 5.0811
H 4.5616 -0.9725 2.8904
H -2.4061 -3.1499 -3.8016
H 2.8570 -0.7245 2.4717
H -0.6919 1.0234 3.4003
H 1.2195 3.4619 -1.2044
H 2.3352 -0.3920 -4.6155
H 3.1026 -2.8819 1.0686
H 4.8441 -2.9867 1.3856
H -4.1981 5.8297 3.5451
H 0.7543 0.1167 3.9086
H 4.2906 2.1316 -1.5692
H 4.0497 0.5779 2.2345
H -4.1563 -3.9734 0.3496
H -2.6456 -1.9584 4.7939
H 4.7083 -1.0240 -3.9260
H -1.0646 4.0782 -4.4405
H -1.0697 -2.7807 4.9614
H 2.0517 3.3280 1.1756



Record 2
The following is a quantum chemistry calculation of a 3-piece molecular cluster, C3H3Cl9 overall, from the OMol25 dataset.

Lowest unoccupied orbital energy (eV): 0.44
SMILES string: ClC(Cl)Cl.ClC(Cl)Cl.ClC(Cl)Cl
HOMO level (eV): -11.10
Electronic energy (Ha): -4257.81866
Relative energy (zero: lowest compared OMol25 entry of this formula, charge and spin) (kJ/mol): 18.07
Kohn-Sham gap (eV): 11.54

Element x y z (Å)
Cl 0.7996 0.0598 -5.2694
Cl 1.6501 -4.1531 3.6859
Cl -0.2499 1.0802 -0.5770
Cl 0.0248 -2.2032 2.2681
Cl -2.5247 1.9620 1.0095
Cl 0.4766 2.9293 -5.1209
Cl 0.0773 1.5685 2.2569
Cl -1.7868 1.2124 -4.6510
Cl 2.2979 -1.3199 3.8353
C -1.0288 1.0234 0.9953
C 1.0030 -2.5139 3.6984
C -0.0618 1.3948 -4.4859
H 0.3782 -2.4014 4.5729
H -1.2773 -0.0032 1.2250
H 0.2218 1.3644 -3.4430



Record 3
The following is a quantum chemistry calculation of C67H74N11OS4W as an isolated structure in a non-equilibrium geometry, from the OMol25 dataset.

Lowest unoccupied orbital energy (alpha / beta) (eV): -8.11 / -8.15
HOMO level (alpha / beta) (eV): -13.58 / -15.10
Electronic energy (Ha): -4933.79122
Multiplicity: 3
Net charge: +3
Kohn-Sham gap (alpha / beta) (eV): 5.47 / 6.95

Element x y z (Å)
W 0.0563 0.3463 0.4498
S -1.0960 -1.3639 -0.8350
S 0.3962 0.1970 4.8059
S 0.5598 -1.8510 2.8665
S -1.8939 1.1139 3.0398
O -1.9298 1.5676 -0.9193
N 3.8866 -1.7210 -0.0847
N 0.7420 0.5573 -1.4845
N 1.3319 2.3108 1.5508
N -1.3377 0.4884 4.3262
N -1.1023 -1.7596 -3.5548
N 0.7857 1.7722 -0.8217
N -1.2654 0.7907 1.6844
N 0.8890 -0.8981 1.7095
N -2.8500 3.4844 -1.7639
N 0.5790 -1.3369 4.3397
N 1.7311 -0.2634 -0.9163
C -2.4148 -1.1661 -3.8537
C -1.7005 3.6548 2.0228
C -2.0985 5.6104 3.3647
C 2.9362 -1.5440 -4.6410
C -5.6250 0.0886 4.0677
C 1.9097 -1.4563 -1.3985
C -0.1093 0.1011 6.5022
C 3.1713 0.4610 4.1285
C 3.0341 -2.8657 3.2212
C -3.1951 -3.2474 3.2584
C 4.2514 -1.4312 -3.8432
C 4.8832 -2.4925 0.3124
C 1.1796 0.1323 -3.8525
C -4.3021 0.4901 4.1538
C -4.0403 4.1401 -2.3026
C 4.1915 0.3684 6.7181
C -1.9389 2.8822 3.1545
C 2.0215 2.3870 -0.6661
C -3.3084 -4.0661 2.1417
C 5.0089 -6.7512 -0.1515
C -0.9639 0.0791 9.1077
C 2.3343 0.3797 5.2291
C 3.9423 -6.2329 -2.3469
C -1.0707 -3.5049 1.4706
C -6.1843 -0.2070 2.8267
C -0.2801 -1.2305 -2.5636
C 3.1830 3.7727 1.0279
C 4.5425 0.5078 4.3400
C -0.1162 1.2922 7.2142
C 3.0498 -0.6752 -5.8979
C 2.2121 2.8320 0.6527
C -2.3282 4.8190 4.4856
C 1.1420 -1.8543 -2.6279
C 1.3653 2.7985 2.7864
C 2.5245 -6.5762 -0.2919
C -0.9799 -2.6823 2.5883
C -1.6192 4.2658 -1.7511
C 0.1271 0.2365 -2.7844
C 1.7791 -1.0545 -3.7990
C -0.5242 -1.0979 7.0510
C -4.1010 0.2795 1.7281
C 2.7112 -3.0070 -5.0504
C 2.8111 0.3316 6.5269
C -2.8825 2.2195 -1.3508
C 2.2714 3.7431 3.2252
C 2.9399 2.5771 -1.8170
C 2.1186 -5.4252 3.8409
C -2.2476 -4.2009 1.2522
C -2.0178 -2.5562 3.4983
C 5.0521 0.4623 5.6338
C -3.5720 0.5832 2.9746
C 1.6950 -3.2004 3.0889
C 3.8967 -4.5133 -0.5567
C -0.5471 1.2746 8.5307
C 1.2149 -4.4674 3.4055
C 2.8620 -3.6920 -1.0060
C -5.4266 -0.1190 1.6649
C 3.8508 -6.0119 -0.8261
C -0.9542 -1.0992 8.3711
C -2.2444 3.4397 4.3905
C 3.4651 -5.1095 3.9668
C -1.7769 5.0335 2.1418
C 4.9410 -3.8724 0.0866
C -2.5864 -0.9079 -5.3455
C 3.2170 4.2221 2.3267
C 2.9070 -2.3287 -0.7762
C 3.9212 -3.8337 3.6535
H -5.8734 -0.3654 0.7095
H -7.2228 -0.5099 2.7675
H 2.7784 0.4445 3.1229
H -4.0196 -3.1590 3.9559
H 5.0125 -6.5917 0.9303
H -0.5531 2.1920 9.1070
H -2.5052 -1.8420 -5.9068
H -2.5037 -0.2362 -3.2902
H 2.6428 3.4451 -2.4179
H 2.2389 4.0974 4.2473
H 3.9650 2.7250 -1.4789
H 1.7611 -6.4121 4.1040
H -0.4889 -2.0086 6.4649
H -3.4762 0.3403 0.8439
H 5.0964 -1.6095 -4.5117
H -6.2189 0.0052 4.9692
H -0.2209 -3.6205 0.8091
H -1.7651 5.1724 -1.1620
H -1.5843 5.6653 1.2833
H 1.7612 -3.1260 -5.5824
H 4.3023 -2.1688 -3.0405
H -0.8227 3.6705 -1.3223
H -1.3519 4.5595 -2.7676
H 4.9694 -3.5855 3.7698
H 1.6606 -6.1950 -0.8446
H -4.2257 -4.6167 1.9690
H 3.9456 4.9599 2.6373
H 3.9491 -7.3032 -2.5660
H 5.8096 -4.4254 0.4231
H 3.5114 -3.3238 -5.7215
H 2.1122 -0.6702 -6.4613
H -3.8776 1.7621 -1.4273
H 2.3973 -6.3315 0.7668
H 2.0372 -4.1280 -1.5590
H 3.8307 -1.0771 -6.5463
H -1.4503 3.1725 1.0880
H 5.9767 -6.4491 -0.5596
H -1.8105 -0.2278 -5.7082
H -3.8367 0.7062 5.1095
H -2.3954 2.8064 5.2586
H -4.1453 5.1283 -1.8582
H 4.1596 -5.8586 4.3269
H -2.5720 5.2780 5.4351
H -1.0761 -2.7641 -3.6392
H 0.2206 2.2172 6.7517
H 2.1525 0.2606 7.3825
H 4.3675 -0.4346 -3.4054
H 3.3656 -1.8537 3.0182
H -3.5655 -0.4689 -5.5559
H 0.1642 -4.7071 3.3333
H -4.9296 3.5577 -2.0704
H 3.0931 -5.7862 -2.8741
H -1.2915 0.0665 10.1402
H 5.2122 0.5831 3.4891
H -3.2060 -1.8277 -3.4920
H 1.3811 0.9301 -4.5569
H 5.6972 -1.9924 0.8300
H -1.2811 -2.0265 8.8256
H -0.6782 0.9362 -2.9563
H -2.1715 6.6879 3.4471
H 4.9018 -7.8213 -0.3316
H 2.9224 1.7033 -2.4725
H 3.8664 4.1600 0.2820
H 1.1285 -2.9303 -2.7867
H -3.9635 4.2524 -3.3840
H 4.5845 0.3243 7.7271
H -2.3381 -4.8508 0.3902
H 2.7201 -3.6812 -4.1863
H 4.8628 -5.7993 -2.7461
H 3.3232 0.3562 -5.6553
H 2.5234 -7.6634 -0.3919
H 6.1227 0.4973 5.7957
H 0.6095 2.4236 3.4563
H -1.8970 -1.9422 4.3819



Record 4
The following is a quantum chemistry calculation of a single C4H10N2S molecule in a non-equilibrium geometry, from the OMol25 dataset.

Lowest unoccupied orbital energy (eV): 0.75
SMILES string: [H]/N=C/NSC(C)C
HOMO level (eV): -8.50
Electronic energy (Ha): -666.03261
Relative energy (zero: lowest compared OMol25 entry of this formula, charge and spin) (kJ/mol): 184.70
Kohn-Sham gap (eV): 9.25

Element x y z (Å)
S 0.4829 1.0540 -1.2193
N -0.8742 -1.7202 -1.5111
N -1.1313 0.4805 -1.0950
C 0.4942 1.4433 1.4495
C -1.6234 -0.6945 -1.2974
C 1.0782 -0.9439 0.5152
C 1.1903 0.5631 0.2755
H 1.6245 -1.0821 1.4882
H 2.2207 0.8039 0.2423
H -1.3767 -2.5679 -1.6722
H -1.7704 1.1708 -1.2207
H -0.5227 1.0012 1.8221
H 1.3592 1.6143 2.2737
H 1.3776 -1.4843 -0.3323
H -0.0111 -1.1542 0.5077
H 0.1512 2.3756 0.8912
H -2.6691 -0.8596 -1.1174



Record 5
The following is a quantum chemistry calculation of a single C4H8O2 molecule, from the OMol25 dataset.

Lowest unoccupied orbital energy (eV): 0.96
SMILES string: CCC(=O)OC
HOMO level (eV): -10.44
Electronic energy (Ha): -307.69915
Relative energy (zero: lowest compared OMol25 entry of this formula, charge and spin) (kJ/mol): 34.87
Kohn-Sham gap (eV): 11.40

Element x y z (Å)
O 1.3301 0.4960 0.3309
O 0.2706 -1.3151 -0.4644
C 0.2323 -0.2394 0.0861
C 2.5409 -0.0743 -0.1702
C -1.0306 0.4324 0.5778
C -2.2314 -0.0004 -0.2569
H -3.1656 0.3681 0.1762
H -2.2713 -1.0913 -0.3152
H -2.1530 0.3838 -1.2794
H 3.3299 0.6353 0.0785
H 2.7322 -1.0466 0.2906
H -0.8871 1.5177 0.5716
H -1.1688 0.1423 1.6278
H 2.4719 -0.2084 -1.2533



Question: Among the records above, which one has the highest electronic energy?
Answer: C4H8O2



Question: Which of these has the highest electronic energy?
Answer: C4H8O2



Question: Which value of electronic energy does entry 4 give?
Answer: -666.03261 Ha



Question: What is the electronic energy in the fourth record?
Answer: -666.03261 Ha